No. 1
Formula: C19H20AuBN8OS4
Source: the Open Molecules 2025 dataset
Level of theory: wB97M-V/def2-TZVPD

Cartesian coordinates (Å):
Au1 -0.300 -0.174 0.257
C1 1.907 -2.142 2.793
C2 1.323 -2.784 1.591
C3 1.349 -4.142 1.250
C4 0.692 -4.231 0.046
N1 0.292 -3.002 -0.324
N2 0.694 -2.130 0.622
B1 -0.263 -2.583 -1.721
N3 0.716 -1.527 -2.256
C5 1.497 -1.429 -3.343
C6 2.137 -0.210 -3.319
C7 1.695 0.418 -2.152
C8 2.066 1.752 -1.633
N4 0.844 -0.397 -1.537
N5 -1.661 -1.890 -1.739
C9 -2.768 -2.304 -2.376
C10 -3.737 -1.332 -2.265
C11 -3.145 -0.302 -1.523
C12 -3.750 0.981 -1.094
N6 -1.897 -0.656 -1.245
N7 -0.456 -3.888 -2.480
C13 -0.009 -4.476 -3.612
C14 -0.613 -5.707 -3.726
C15 -1.452 -5.815 -2.592
C16 -2.351 -6.917 -2.186
N8 -1.332 -4.713 -1.883
H1 2.400 -2.899 3.397
H2 1.142 -1.658 3.397
H3 2.635 -1.383 2.513
H4 1.799 -4.938 1.803
H5 0.485 -5.101 -0.539
H6 1.567 -2.209 -4.068
H7 2.823 0.188 -4.035
H8 2.775 2.219 -2.310
H9 2.521 1.674 -0.647
H10 1.190 2.390 -1.547
H11 -2.828 -3.254 -2.862
H12 -4.730 -1.358 -2.661
H13 -4.744 1.075 -1.521
H14 -3.146 1.829 -1.410
H15 -3.834 1.020 -0.010
H16 0.701 -4.015 -4.266
H17 -0.502 -6.434 -4.503
H18 -2.315 -7.724 -2.909
H19 -3.374 -6.553 -2.099
H20 -2.059 -7.298 -1.208
O1 -4.506 -1.895 5.879
C17 -3.855 -1.698 4.911
S1 -2.842 -0.247 4.651
C18 -2.252 -0.656 3.059
C19 -2.696 -1.861 2.534
S2 -2.359 -2.507 1.016
S3 -3.755 -2.829 3.539
S4 -1.227 0.514 2.350

Calculated values
gap between HOMO and LUMO (alpha / beta): 0.20125 / 0.19975 hartree
expectation value of S²: 0.77
F_max: 5.0 eV Å⁻¹
multiplicity: 2
energy relative to the best compared isomer or geometry (same formula, charge and spin): 46.9 kcal/mol
total charge: +1
E_HOMO (alpha / beta): -11.65 / -11.64 eV

***

No. 2
Formula: C19H20BF4IrN4
Source: the Open Molecules 2025 dataset
Level of theory: wB97M-V/def2-TZVPD

Cartesian coordinates (Å):
Ir1 -0.092 -0.483 0.664
C1 0.817 1.367 -1.560
C2 -0.006 2.404 -0.803
C3 0.280 2.523 0.661
C4 0.720 3.721 1.206
C5 0.818 3.856 2.584
C6 0.497 2.784 3.407
C7 0.108 1.603 2.809
N1 0.020 1.485 1.475
N2 0.250 -0.006 -1.596
C8 1.257 -0.983 -2.052
C9 2.318 -1.263 -1.032
C10 3.510 -1.881 -1.367
C11 4.426 -2.160 -0.362
C12 4.155 -1.789 0.949
C13 2.939 -1.187 1.219
N3 2.053 -0.949 0.242
C14 -1.001 -0.099 -2.379
C15 -2.258 0.017 -1.566
C16 -3.505 0.043 -2.175
C17 -4.638 0.106 -1.377
C18 -4.516 0.152 0.005
C19 -3.242 0.115 0.545
N4 -2.163 0.054 -0.238
H1 1.822 1.317 -1.141
H2 0.921 1.716 -2.593
H3 -1.075 2.220 -0.929
H4 0.193 3.373 -1.259
H5 0.952 4.548 0.549
H6 1.119 4.803 3.014
H7 0.538 2.853 4.484
H8 -0.150 0.733 3.406
H9 1.714 -0.636 -2.985
H10 0.767 -1.936 -2.269
H11 3.708 -2.153 -2.396
H12 5.352 -2.672 -0.597
H13 4.856 -1.963 1.753
H14 2.683 -0.891 2.227
H15 -1.040 -1.069 -2.879
H16 -1.001 0.661 -3.167
H17 -3.580 -0.001 -3.254
H18 -5.621 0.106 -1.832
H19 -5.376 0.202 0.657
H20 -3.095 0.129 1.617
F1 -0.935 -2.173 0.887
B1 -1.383 -4.675 1.876
F2 -2.645 -4.323 1.977
F3 -0.499 -4.208 2.740
F4 -0.973 -5.396 0.856

Calculated values
gap between HOMO and LUMO (alpha / beta): 0.21084 / 0.22226 hartree
expectation value of S²: 0.78
F_max: 4.7 eV Å⁻¹
multiplicity: 2
energy relative to the best compared isomer or geometry (same formula, charge and spin): 74.2 kcal/mol
total charge: +3
E_HOMO (alpha / beta): -19.38 / -19.38 eV